1.
C34H60N8O3S | wB97M-V/def2-TZVPD

```
! RIJCOSX wB97M-V def2-TZVPD def2/J DEFGRID3
* xyz 0 1
C 0.88529 -1.21198 -2.73772
O 0.35763 0.08198 -3.01487
C 1.31909 1.10061 -3.14944
C 1.18738 1.78578 -4.50032
O 2.25060 2.67296 -4.78197
C 2.31398 3.82015 -3.95997
C 1.30555 4.93326 -4.31344
C 0.49016 5.43189 -3.11627
C -0.31224 4.33053 -2.41053
C -1.65827 4.79950 -1.86469
S -2.80863 5.19666 -3.21075
C -3.63395 3.72882 -3.61414
N -3.19191 2.72784 -4.30275
N -4.22045 1.81209 -4.39798
C -5.21260 2.33323 -3.75766
O -4.93418 3.52977 -3.22521
H 0.24895 -1.93060 -3.24592
H 1.89537 -1.35596 -3.12069
H 0.84989 -1.38308 -1.66436
H 2.34436 0.74715 -3.01884
H 1.15843 1.82504 -2.34408
H 0.20143 2.23905 -4.63343
H 1.25286 0.99427 -5.24752
H 3.31508 4.22022 -4.10459
H 2.23422 3.59534 -2.89364
H 1.88183 5.79455 -4.65510
H 0.66303 4.66294 -5.15099
H 1.22586 5.81606 -2.40262
H -0.12638 6.28640 -3.39131
H 0.27782 3.87754 -1.61540
H -0.52803 3.55277 -3.14348
H -1.55987 5.70523 -1.27021
H -2.04750 4.00587 -1.23052
H -6.18286 1.88236 -3.66078
C 2.36790 -2.53564 1.86998
C 2.57023 -4.04560 1.83885
C 3.18987 -4.52641 0.51961
C 2.31790 -4.18379 -0.60466
N 1.61169 -3.91532 -1.46746
H 1.67460 -2.21750 1.08656
H 1.95466 -2.21184 2.82842
H 3.31489 -2.01055 1.72252
H 1.61205 -4.54455 1.99348
H 3.22177 -4.34209 2.66272
H 3.33248 -5.60830 0.53920
H 4.16340 -4.05746 0.36515
C 1.24808 2.35736 3.84085
C 0.23756 1.45379 3.14381
C -0.24030 0.29528 4.02588
C 0.87738 -0.56783 4.41221
N 1.75780 -1.23884 4.71493
H 2.15869 1.81466 4.10009
H 1.53412 3.18254 3.18870
H 0.82993 2.78048 4.75610
H 0.68137 1.05376 2.22938
H -0.63145 2.04332 2.84889
H -0.97077 -0.31135 3.48968
H -0.71764 0.67272 4.93109
C 6.48935 -9.56002 0.13785
C 6.30511 -8.04800 0.07032
C 6.29802 -7.38499 1.45435
C 5.19614 -7.91062 2.26447
N 4.33225 -8.33157 2.88995
H 5.66779 -10.04011 0.67106
H 6.51941 -9.98529 -0.86461
H 7.42178 -9.81987 0.64246
H 5.37066 -7.82093 -0.44663
H 7.11204 -7.61036 -0.51966
H 6.17902 -6.30558 1.35551
H 7.23903 -7.57466 1.97202
C -6.20788 7.64600 -1.72374
C -6.42180 9.14836 -1.85014
C -5.41104 9.79853 -2.80171
C -4.04278 9.59391 -2.31884
N -2.97863 9.43495 -1.92145
H -5.22655 7.41397 -1.30686
H -6.95627 7.20686 -1.06284
H -6.28744 7.15474 -2.69510
H -6.34507 9.61142 -0.86447
H -7.43077 9.34582 -2.21586
H -5.59290 10.87036 -2.88210
H -5.49370 9.36776 -3.80060
C 0.22036 -11.52310 3.37692
C 1.33967 -11.52950 4.41163
C 2.72024 -11.27112 3.79652
C 3.05896 -12.30446 2.81564
N 3.32420 -13.11707 2.05035
H 0.35274 -12.31898 2.64284
H -0.74574 -11.67827 3.85756
H 0.18359 -10.57049 2.84522
H 1.34491 -12.48965 4.93144
H 1.14432 -10.76040 5.16075
H 3.48718 -11.26802 4.57099
H 2.74541 -10.30052 3.30117
C -3.85707 6.71068 2.21455
C -4.86629 5.77931 1.55268
C -5.31930 4.63616 2.46841
C -4.18554 3.79508 2.85689
N -3.29432 3.14062 3.16085
H -2.93828 6.18277 2.47384
H -3.58780 7.52277 1.53888
H -4.26665 7.15130 3.12557
H -4.42870 5.36642 0.64114
H -5.74400 6.35486 1.25377
H -6.04957 4.00738 1.95832
H -5.78752 5.02912 3.37197
*
```

Orbital gap, eV: 9.3
HOMO level, eV: -8.974

2.
C34H61MgO13 | wB97M-V/def2-TZVPD

```
! RIJCOSX wB97M-V def2-TZVPD def2/J DEFGRID3
* xyz 1 1
Mg 0.16451 -2.30983 2.67727
C -0.34503 0.82274 -0.23923
C -0.19170 -0.67320 0.01210
O 0.17317 -0.99180 1.31037
H -1.36575 1.06625 -0.54408
H 0.29905 1.20442 -1.03893
H -0.03680 1.44089 0.60682
H 0.48455 -1.08814 -0.75929
H -1.13002 -1.20730 -0.23739
C -3.04243 -0.93291 -4.56247
C -2.97466 -0.48737 -3.10796
C -3.56082 -1.72343 -2.42387
O -3.29310 -2.83897 -3.26080
C -2.59815 -2.39464 -4.42745
H -2.32590 -0.42891 -5.21490
H -4.03510 -0.89562 -5.00504
H -3.59011 0.38807 -2.90096
H -1.93735 -0.27402 -2.84778
H -4.64146 -1.60647 -2.28946
H -3.16322 -1.85938 -1.40980
H -2.92367 -2.92593 -5.32586
H -1.51891 -2.55954 -4.38556
C 2.99675 2.07204 -4.53298
C 3.97205 1.10280 -5.20153
C 3.47394 -0.28764 -4.84765
O 2.04240 -0.12008 -4.75675
C 1.84251 1.13299 -4.11552
H 2.59004 2.91778 -5.07869
H 3.39838 2.45239 -3.59036
H 5.02231 1.24425 -4.94515
H 3.91724 1.25525 -6.28132
H 3.86536 -0.73913 -3.93138
H 3.59999 -0.99029 -5.66978
H 1.81092 0.96030 -3.02824
H 0.84197 1.49083 -4.37109
C 2.90359 0.55567 2.20013
C 4.32042 0.76387 2.71651
C 5.08698 0.93097 1.40394
O 4.20632 1.63919 0.52395
C 2.89891 1.09731 0.77575
H 2.05284 0.89518 2.79648
H 2.63161 -0.50017 2.14668
H 4.74529 -0.11773 3.20097
H 4.41495 1.62320 3.37809
H 5.26956 -0.03290 0.90925
H 6.03534 1.45297 1.50761
H 2.76346 0.30052 0.03237
H 2.17459 1.88473 0.57247
C 1.41432 3.90053 2.70614
C 1.70126 5.17637 1.91721
C 0.66521 6.15905 2.50245
O -0.06630 5.47469 3.50532
C 0.76132 4.43777 3.97370
H 2.30813 3.32774 2.95988
H 0.66872 3.19328 2.33010
H 1.62226 5.05449 0.84161
H 2.70564 5.47464 2.21649
H -0.02744 6.47248 1.71441
H 1.08508 7.10305 2.86371
H 0.21065 3.65951 4.50527
H 1.46908 4.79573 4.73728
O -0.31944 -1.00861 4.13771
C -1.09044 -0.16069 4.56979
O -2.38017 -0.36517 4.60164
C -3.02488 0.76180 5.25119
C -1.93541 1.45690 6.03848
C -0.67818 1.15227 5.20527
H -3.83686 0.44712 5.90511
H -3.50690 1.37744 4.49029
H -1.76129 0.91748 6.97319
H -2.15933 2.49801 6.24507
H 0.18359 0.91447 5.82107
H -0.51358 1.90578 4.43231
O 4.04406 -3.84842 -3.07630
C 2.88743 -3.73818 -3.33662
O 2.44586 -3.65379 -4.61965
C 1.01602 -3.83682 -4.69905
C 0.60977 -4.18824 -3.26683
C 1.69831 -3.56550 -2.42089
H 0.88259 -4.61799 -5.44330
H 0.50809 -2.92781 -5.02435
H 0.75352 -5.27358 -3.13919
H -0.45403 -4.08732 -3.05083
H 1.93751 -4.02600 -1.46325
H 1.51507 -2.50547 -2.22052
O -2.44555 3.60618 4.24262
C -2.92120 3.58489 3.14359
O -3.82065 4.50247 2.73797
C -4.38992 4.13122 1.46071
C -4.06256 2.65674 1.31378
C -2.76037 2.51207 2.08072
H -3.95232 4.75922 0.68432
H -5.45612 4.33272 1.51070
H -4.00832 2.27107 0.29424
H -4.86160 2.05588 1.75699
H -1.85329 2.69098 1.50188
H -2.66519 1.53216 2.54532
O -0.14698 -3.88811 1.49217
C -0.70374 -4.83764 0.95032
O -0.30569 -6.05913 1.19600
C -1.18782 -7.02597 0.50289
C -1.59190 -6.20050 -0.71366
C -1.73185 -4.78916 -0.16943
H -2.00420 -7.21637 1.19340
H -0.52639 -7.83931 0.23614
H -2.45574 -6.58320 -1.24963
H -0.72337 -6.21042 -1.37489
H -2.66214 -4.57362 0.36669
H -1.42716 -3.97839 -0.82627
*
```

Orbital gap, eV: 7.7
ΔE to the lowest compared entry with this formula, charge and spin, kcal/mol: 0.0
HOMO level, eV: -11.195

3.
C34H62BClF3N6O2 | wB97M-V/def2-TZVPD

```
! RIJCOSX wB97M-V def2-TZVPD def2/J DEFGRID3
* xyz -1 1
C 4.07915 1.75861 -2.27516
C 4.48951 1.31431 -3.82186
C 3.27676 1.94252 -4.78639
O 1.95960 1.42112 -4.38477
B 0.86052 2.08172 -5.16734
C 0.49393 3.46601 -4.35908
C -0.73231 4.34472 -5.00589
C -1.70250 4.79732 -3.72225
Cl -2.49984 6.45618 -3.94773
C -0.35833 0.98206 -5.25909
C -1.54321 1.15911 -4.14012
O -2.35609 -0.07864 -3.99274
C -3.78958 0.25075 -3.87635
C -4.24487 0.80963 -2.39783
F -3.13160 0.86910 -1.40187
F -5.23454 -0.17305 -1.82838
F -4.98189 2.12311 -2.45893
H 3.07107 1.24284 -1.93346
H 3.86121 2.93023 -2.23724
H 4.91514 1.52766 -1.48652
H 5.55429 1.74849 -4.12087
H 4.57759 0.13679 -3.93989
H 3.38386 3.11468 -4.68012
H 3.50338 1.68424 -5.90938
H 1.33158 2.37218 -6.22934
H 0.35961 3.18321 -3.22974
H 1.46483 4.15701 -4.42808
H -0.38494 5.31603 -5.58402
H -1.32599 3.63045 -5.75544
H -1.00138 4.88089 -2.76018
H -2.46250 3.92098 -3.46465
H -0.75874 0.97688 -6.37651
H 0.10323 -0.10562 -5.09654
H -2.26729 2.01498 -4.52184
H -1.17853 1.45127 -3.06742
H -4.18655 0.98671 -4.70756
H -4.38383 -0.76905 -4.04933
C -5.93790 -2.34972 2.14252
C -5.41470 -0.91823 2.08128
C -3.98259 -0.83043 1.55004
C -3.04824 -1.60915 2.46157
N -2.27300 -2.25522 3.21772
H -5.35034 -2.96591 2.83046
H -6.97244 -2.36117 2.49996
H -5.91384 -2.81905 1.15227
H -5.46688 -0.47836 3.08477
H -6.07297 -0.32650 1.43563
H -3.65930 0.21523 1.51254
H -3.92233 -1.24099 0.53630
C -3.95060 11.11951 -3.28720
C -4.87855 10.97123 -4.48868
C -4.51363 9.78170 -5.37903
C -3.10497 9.95960 -5.92156
N -1.93629 10.10709 -6.37167
H -2.91800 11.31211 -3.59513
H -4.26617 11.96316 -2.66523
H -3.96318 10.21537 -2.66767
H -4.84991 11.89763 -5.07533
H -5.90670 10.84836 -4.13070
H -5.21521 9.71046 -6.21690
H -4.56606 8.84608 -4.81182
C -2.01923 -7.48833 3.29581
C -1.92785 -6.17830 2.51987
C -3.29587 -5.54506 2.25831
C -4.15162 -6.49358 1.43470
N -4.86166 -7.28044 0.75144
H -2.57385 -8.25026 2.73900
H -1.01815 -7.88895 3.48424
H -2.51419 -7.33834 4.26222
H -1.41617 -6.36504 1.56776
H -1.30896 -5.47278 3.08515
H -3.17570 -4.60336 1.71235
H -3.80601 -5.32719 3.20284
C 0.78777 -1.27485 4.15285
C 1.43254 -1.62492 5.49014
C 2.43413 -0.56907 5.96223
C 3.55667 -0.43569 4.94615
N 4.48799 -0.32493 4.10321
H 1.52870 -1.21875 3.34908
H 0.05974 -2.04166 3.86976
H 0.26563 -0.31273 4.20883
H 1.93208 -2.59724 5.39924
H 0.64669 -1.73593 6.24542
H 2.85755 -0.85898 6.92970
H 1.94125 0.40148 6.08447
C 7.08777 1.43574 4.91873
C 7.73254 1.08567 6.25603
C 8.73413 2.14151 6.72812
C 9.85667 2.27490 5.71203
N 10.78799 2.38565 4.86910
H 7.82870 1.49184 4.11496
H 6.35974 0.66893 4.63564
H 6.56563 2.39786 4.97471
H 8.23208 0.11335 6.16512
H 6.94669 0.97465 7.01130
H 9.15755 1.85161 7.69558
H 8.24125 3.11207 6.85035
C 2.98559 -10.34164 1.67021
C 1.53127 -10.41176 1.21558
C 1.03597 -9.10080 0.60165
C 1.12961 -7.98493 1.62946
N 1.20730 -7.05911 2.48209
H 3.12698 -9.59669 2.45967
H 3.30413 -11.30748 2.07499
H 3.64651 -10.08764 0.83349
H 0.90391 -10.68089 2.07418
H 1.42802 -11.21444 0.47709
H -0.00544 -9.20659 0.27978
H 1.63689 -8.83507 -0.27479
*
```

Orbital gap, eV: 6.6
HOMO level, eV: -4.692

4.
C34H62Br2N2O7PSSeSiTi | wB97M-V/def2-TZVPD

```
! RIJCOSX wB97M-V def2-TZVPD def2/J DEFGRID3
* xyz 0 2
Ti 1.13224 -2.35035 -2.38892
C 2.58219 1.24027 -1.73543
C 2.10960 -0.21834 -1.83025
O 0.89103 -0.49284 -1.48227
O 2.77235 -1.16783 -2.37663
H 2.57242 1.72601 -2.72864
H 3.61823 1.11431 -1.43716
H 2.00665 1.74379 -0.93474
Se 0.52759 3.03430 -5.15944
C 2.02116 3.55362 -6.21876
C 2.33120 4.93359 -5.97918
C 3.28126 5.49988 -6.78582
N 4.07001 4.76697 -7.64168
C 3.84080 3.48612 -7.78465
C 2.79243 2.81504 -7.19691
H 1.76230 5.49063 -5.20817
H 3.47810 6.58843 -6.79305
H 4.53160 2.95806 -8.44020
H 2.60745 1.79109 -7.44841
C -3.05058 -1.44996 -2.81616
S -1.94241 -2.43856 -1.81722
C -2.63316 -4.11256 -2.11359
O -0.68461 -2.58038 -2.79739
H -2.69247 -1.57925 -3.81935
H -2.89200 -0.44987 -2.54394
H -4.07573 -1.76279 -2.73874
H -3.54562 -4.26582 -1.51135
H -1.88947 -4.85457 -1.85659
H -2.91076 -4.07004 -3.18400
Br 4.91892 -5.23412 -5.25547
C 3.15422 -4.49446 -5.31223
C 2.05952 -4.97728 -6.12924
C 0.77221 -4.38905 -5.99615
C 0.55022 -3.45554 -4.98496
N 1.56763 -3.14891 -4.08734
C 2.85964 -3.55189 -4.33908
H 2.29255 -5.47122 -7.03532
H -0.07954 -4.74442 -6.55605
H -0.43628 -3.00674 -4.82362
H 3.75100 -3.08985 -3.87079
C 0.97992 -8.18037 -0.47465
C 2.19760 -7.39003 -0.90807
C 2.12905 -7.16018 -2.42916
C 3.47848 -8.05335 -0.48556
O 2.13981 -6.06941 -0.22445
P 1.10296 -4.89047 -0.32687
O -0.22019 -5.47731 -0.69936
O 1.68932 -3.71605 -1.24654
O 1.17199 -4.22139 1.06154
C 0.80589 -4.55502 2.50505
C 0.69152 -3.11938 3.08618
C -0.56579 -5.21525 2.63089
C 1.97804 -5.45578 2.97145
H 1.18117 -9.18799 -0.88507
H -0.00504 -7.80831 -0.87848
H 0.87609 -8.26962 0.63025
H 2.14901 -8.13243 -2.92623
H 2.91019 -6.46284 -2.78938
H 1.17728 -6.59547 -2.63273
H 3.64987 -9.04590 -0.91399
H 3.50511 -8.15611 0.56670
H 4.30876 -7.41546 -0.78356
H -0.13197 -2.64163 2.51005
H 1.73634 -2.71839 2.96840
H 0.54132 -3.23304 4.16437
H -1.30803 -4.80353 1.90180
H -1.01942 -4.98527 3.65099
H -0.46476 -6.29305 2.64650
H 2.90311 -4.87790 2.91551
H 2.03437 -6.19626 2.18877
H 1.81820 -5.81882 3.95409
C -3.44041 4.14856 1.33871
C -3.67900 4.88923 2.67368
C -4.83787 4.25281 3.37415
C -3.99048 6.33993 2.32017
Si -1.95357 4.71534 3.62409
Br -1.28520 2.65641 3.14094
C -2.29046 4.74383 5.50467
C -0.94784 4.47339 6.24664
C -3.19811 3.55591 6.01886
C -2.79979 6.11352 6.00877
C -0.53083 5.82449 2.91879
C 0.84884 5.22733 3.25565
C -0.61435 7.27510 3.53554
C -0.51479 5.94428 1.37254
H -2.43144 4.25219 0.95521
H -4.09621 4.54083 0.60351
H -3.73569 3.13846 1.42796
H -5.65207 4.16286 2.61760
H -5.20178 4.81544 4.22691
H -4.61775 3.22639 3.65441
H -5.06343 6.37948 2.02507
H -3.38871 6.63016 1.41989
H -3.89390 6.98200 3.22602
H -0.36828 3.63221 5.81117
H -1.04883 4.37963 7.30136
H -0.25224 5.29040 5.99256
H -2.95125 2.63588 5.50620
H -4.20912 3.66236 5.73921
H -3.23172 3.44292 7.15638
H -2.07979 6.89649 5.78964
H -2.79979 6.05495 7.10819
H -3.78865 6.38507 5.61078
H 1.18780 5.33249 4.30272
H 1.62532 5.75065 2.65192
H 0.95412 4.22817 2.82123
H -0.39100 7.18631 4.59795
H -1.60071 7.78593 3.42413
H 0.20524 7.83182 3.06134
H -0.28771 4.96407 0.98210
H 0.30838 6.63682 1.11578
H -1.41901 6.37647 0.94806
*
```

Orbital gap (spin up / spin down), eV: 3.2 / 3.3
ΔE to the lowest compared entry with this formula, charge and spin, kcal/mol: 74.0
HOMO level (spin up / spin down), eV: -5.039 / -5.039

Number 1: E_tot -65126.366 eV. Number 2: E_tot -68304.044 eV. Number 3: E_tot -70642.221 eV. Number 4: E_tot -310129.212 eV.